{"formula": "C35H98O14", "method": "ωB97M-V with the def2-TZVPD basis set", "species": ["C", "C", "O", "H", "H", "H", "H", "H", "H", "C", "C", "O", "H", "H", "H", "H", "H", "H", "C", "C", "O", "H", "H", "H", "H", "H", "H", "C", "C", "O", "H", "H", "H", "H", "H", "H", "C", "C", "O", "H", "H", "H", "H", "H", "H", "C", "C", "O", "H", "H", "H", "H", "H", "H", "C", "C", "O", "H", "H", "H", "H", "H", "H", "C", "C", "C", "O", "H", "H", "H", "H", "H", "H", "H", "H", "C", "C", "C", "O", "H", "H", "H", "H", "H", "H", "H", "H", "C", "C", "C", "O", "H", "H", "H", "H", "H", "H", "H", "H", "C", "C", "C", "O", "H", "H", "H", "H", "H", "H", "H", "H", "C", "C", "C", "O", "H", "H", "H", "H", "H", "H", "H", "H", "C", "C", "C", "O", "H", "H", "H", "H", "H", "H", "H", "H", "C", "C", "C", "O", "H", "H", "H", "H", "H", "H", "H", "H"], "coordinates": [[-4.344, -2.541, 0.056], [-5.732, -2.106, 0.554], [-6.055, -2.839, 1.700], [-4.309, -3.617, -0.115], [-3.530, -2.268, 0.727], [-4.111, -1.971, -0.844], [-6.548, -2.210, -0.161], [-5.743, -1.036, 0.760], [-6.997, -2.837, 1.884], [5.066, -1.441, -3.430], [3.535, -1.368, -3.421], [3.110, -0.954, -2.151], [5.424, -1.864, -4.369], [5.469, -2.000, -2.585], [5.506, -0.456, -3.274], [3.112, -2.358, -3.590], [3.005, -0.744, -4.140], [2.152, -0.976, -2.219], [-2.025, -1.743, 3.838], [-3.595, -1.814, 3.938], [-3.972, -3.120, 3.484], [-1.744, -1.889, 2.795], [-1.615, -2.606, 4.363], [-1.592, -0.864, 4.315], [-4.035, -1.120, 3.222], [-3.903, -1.555, 4.951], [-4.615, -3.034, 2.777], [-3.245, -0.155, -3.470], [-4.367, 0.198, -2.481], [-3.800, 0.523, -1.239], [-3.742, -0.506, -4.374], [-2.565, -0.880, -3.023], [-2.650, 0.712, -3.758], [-4.933, -0.701, -2.235], [-5.075, 0.933, -2.864], [-4.562, 0.799, -0.724], [5.890, 1.900, 0.525], [5.233, 1.096, -0.603], [4.063, 0.480, -0.168], [6.697, 2.528, 0.147], [6.157, 1.266, 1.370], [5.128, 2.576, 0.912], [5.978, 0.378, -0.946], [4.968, 1.769, -1.418], [3.668, 0.015, -0.909], [-4.113, 1.493, 1.783], [-5.619, 1.645, 1.542], [-5.910, 1.501, 0.188], [-3.591, 2.167, 1.104], [-3.756, 0.472, 1.654], [-3.857, 1.741, 2.813], [-5.871, 2.618, 1.965], [-6.170, 0.932, 2.154], [-6.817, 1.745, -0.012], [3.680, 0.722, 4.799], [3.690, 1.255, 3.365], [3.657, 0.054, 2.550], [2.922, -0.019, 5.054], [3.565, 1.504, 5.551], [4.659, 0.300, 5.024], [4.616, 1.816, 3.244], [2.914, 1.978, 3.110], [3.772, 0.301, 1.629], [0.033, 2.514, -5.172], [1.414, 2.067, -5.520], [2.371, 2.255, -4.344], [1.368, 0.759, -6.044], [-0.311, 2.038, -4.254], [-0.743, 2.269, -5.897], [-0.064, 3.579, -4.959], [1.776, 2.686, -6.340], [2.082, 1.624, -3.504], [2.365, 3.297, -4.024], [3.412, 2.009, -4.556], [0.724, 0.245, -5.552], [-0.929, -1.526, -7.070], [-0.635, -2.055, -5.721], [0.729, -2.812, -5.644], [-0.549, -0.998, -4.765], [-0.813, -2.357, -7.765], [-0.149, -0.844, -7.410], [-1.905, -1.049, -7.156], [-1.428, -2.744, -5.431], [1.505, -2.286, -6.200], [0.630, -3.793, -6.108], [1.115, -2.909, -4.630], [-0.373, -1.423, -3.923], [1.822, -3.128, 2.895], [2.887, -2.914, 4.004], [3.234, -4.159, 4.791], [4.144, -2.431, 3.497], [1.427, -2.177, 2.537], [0.999, -3.674, 3.355], [2.136, -3.763, 2.066], [2.567, -2.109, 4.665], [4.093, -3.983, 5.439], [3.513, -5.043, 4.218], [2.383, -4.360, 5.441], [3.985, -1.524, 3.225], [0.605, 0.224, 0.705], [-0.694, 0.630, -0.047], [-0.392, 1.339, -1.388], [-1.378, -0.529, -0.422], [0.298, -0.350, 1.580], [1.181, 1.092, 1.026], [1.360, -0.333, 0.150], [-1.318, 1.214, 0.630], [0.112, 0.684, -2.098], [0.249, 2.193, -1.166], [-1.301, 1.679, -1.885], [-2.197, -0.251, -0.838], [-0.344, 1.575, 3.900], [-0.530, 2.470, 5.185], [0.827, 2.890, 5.774], [-1.340, 3.558, 4.904], [-1.290, 1.147, 3.568], [0.334, 0.743, 4.091], [0.097, 2.122, 3.067], [-1.066, 1.876, 5.925], [1.284, 1.995, 6.195], [0.670, 3.687, 6.501], [1.487, 3.251, 4.985], [-0.912, 4.048, 4.199], [0.788, 4.259, 0.598], [-0.085, 5.175, 1.504], [-1.593, 4.777, 1.353], [0.202, 4.864, 2.861], [1.798, 4.670, 0.586], [0.441, 4.202, -0.433], [0.780, 3.247, 1.003], [0.125, 6.194, 1.178], [-1.852, 3.835, 1.837], [-1.747, 4.706, 0.277], [-2.194, 5.564, 1.808], [1.158, 4.823, 2.933], [0.882, -3.464, -0.381], [0.230, -3.194, -1.798], [-1.268, -3.500, -1.802], [0.406, -1.812, -2.095], [0.577, -4.465, -0.074], [0.604, -2.663, 0.303], [1.962, -3.321, -0.386], [0.719, -3.817, -2.547], [-1.457, -4.569, -1.702], [-1.738, -3.138, -2.716], [-1.768, -3.089, -0.925], [-0.053, -1.340, -1.397]], "lowdin_charge": [-0.0704, -0.3229, -0.1403, 0.0815, 0.0622, 0.0451, 0.0932, 0.0807, 0.0896, -0.0564, -0.2840, -0.1051, 0.0737, 0.0801, 0.0598, 0.1010, 0.1047, 0.0529, -0.0712, -0.2791, -0.1026, 0.0599, 0.0625, 0.0406, 0.0824, 0.1000, 0.0122, -0.0718, -0.3315, -0.1412, 0.0755, 0.0505, 0.0632, 0.0900, 0.1031, 0.0264, -0.0743, -0.3195, -0.0936, 0.0751, 0.0741, 0.0651, 0.1059, 0.1137, 0.0286, -0.1003, -0.4069, -0.3448, 0.0608, 0.0488, 0.0728, 0.0883, 0.0823, 0.0041, -0.0805, -0.2545, -0.1016, 0.0618, 0.0608, 0.0815, 0.0946, 0.0947, 0.0351, -0.0620, -0.4978, -0.0491, -0.0548, 0.0590, 0.0875, 0.0822, 0.1317, 0.0623, 0.0784, 0.0740, 0.0305, -0.0559, -0.4678, -0.0293, -0.0808, 0.0858, 0.0772, 0.0883, 0.1319, 0.0805, 0.0771, 0.0458, 0.0419, -0.0348, -0.4668, -0.0661, -0.0771, 0.0540, 0.0743, 0.0679, 0.1117, 0.0736, 0.0791, 0.0748, 0.0114, -0.0266, -0.4245, -0.0232, -0.0792, 0.0663, 0.0579, 0.0679, 0.1240, 0.0650, 0.0550, 0.0756, 0.0421, -0.0444, -0.4763, -0.0508, -0.0457, 0.0566, 0.0689, 0.0504, 0.1319, 0.0669, 0.0805, 0.0590, 0.0392, -0.0516, -0.4290, -0.0357, -0.0766, 0.0750, 0.0680, 0.0539, 0.1297, 0.0643, 0.0736, 0.0773, 0.0893, -0.0285, -0.4177, -0.0401, -0.1075, 0.0852, 0.0558, 0.0757, 0.1245, 0.0836, 0.0724, 0.0639, 0.0329], "orbital_gap_ha": [0.06045, 0.34668], "total_charge": -1, "s_squared": 0.750, "multiplicity": 2, "homo_energy_ev": [0.28, -7.53]}

---

{"formula": "C42H105N7O14", "method": "ωB97M-V with the def2-TZVPD basis set", "species": ["C", "O", "C", "C", "N", "C", "C", "O", "C", "H", "H", "H", "H", "H", "H", "H", "H", "H", "H", "H", "H", "H", "H", "H", "C", "O", "C", "C", "N", "C", "C", "O", "C", "H", "H", "H", "H", "H", "H", "H", "H", "H", "H", "H", "H", "H", "H", "H", "C", "O", "C", "C", "N", "C", "C", "O", "C", "H", "H", "H", "H", "H", "H", "H", "H", "H", "H", "H", "H", "H", "H", "H", "C", "O", "C", "C", "N", "C", "C", "O", "C", "H", "H", "H", "H", "H", "H", "H", "H", "H", "H", "H", "H", "H", "H", "H", "C", "O", "C", "C", "N", "C", "C", "O", "C", "H", "H", "H", "H", "H", "H", "H", "H", "H", "H", "H", "H", "H", "H", "H", "C", "O", "C", "C", "N", "C", "C", "O", "C", "H", "H", "H", "H", "H", "H", "H", "H", "H", "H", "H", "H", "H", "H", "H", "C", "O", "C", "C", "N", "C", "C", "O", "C", "H", "H", "H", "H", "H", "H", "H", "H", "H", "H", "H", "H", "H", "H", "H"], "coordinates": [[-5.462, -1.753, -6.840], [-4.332, -1.016, -6.420], [-4.868, -0.021, -5.533], [-3.975, 1.213, -5.134], [-3.929, 2.142, -6.298], [-3.049, 3.277, -5.951], [-2.900, 4.268, -7.196], [-1.964, 3.592, -8.074], [-2.190, 3.936, -9.428], [-6.065, -1.145, -7.515], [-6.146, -2.096, -6.064], [-5.097, -2.595, -7.429], [-5.230, -0.446, -4.597], [-5.782, 0.407, -5.944], [-2.938, 0.910, -4.992], [-4.468, 1.724, -4.307], [-3.487, 1.686, -7.084], [-2.093, 2.930, -5.559], [-3.524, 3.833, -5.143], [-2.572, 5.270, -6.920], [-3.890, 4.338, -7.646], [-1.977, 4.957, -9.743], [-3.181, 3.685, -9.807], [-1.597, 3.246, -10.028], [-5.204, -4.152, -2.700], [-4.773, -3.767, -1.378], [-4.104, -4.856, -0.728], [-3.985, -4.680, 0.827], [-3.175, -3.488, 1.131], [-3.301, -3.051, 2.469], [-2.500, -1.747, 2.591], [-3.091, -0.648, 1.840], [-2.354, 0.531, 1.873], [-4.343, -4.312, -3.350], [-5.799, -3.335, -3.108], [-5.964, -4.920, -2.836], [-3.129, -4.963, -1.203], [-4.582, -5.788, -1.032], [-3.442, -5.533, 1.234], [-4.999, -4.655, 1.227], [-3.612, -2.767, 0.575], [-2.891, -3.720, 3.226], [-4.362, -2.943, 2.694], [-1.421, -1.807, 2.449], [-2.703, -1.344, 3.584], [-1.417, 0.414, 1.328], [-2.131, 0.880, 2.881], [-3.084, 1.192, 1.407], [-1.375, -2.205, -2.394], [-1.132, -0.978, -3.077], [-1.327, 0.223, -2.378], [-0.285, 0.555, -1.337], [1.044, 0.732, -2.075], [2.151, 0.503, -1.119], [2.216, 1.523, 0.053], [1.253, 1.184, 1.016], [1.210, 2.109, 2.099], [-0.507, -2.349, -1.750], [-1.467, -3.015, -3.117], [-2.299, -2.162, -1.817], [-2.339, 0.200, -1.972], [-1.270, 0.928, -3.207], [-0.230, -0.305, -0.670], [-0.565, 1.399, -0.706], [1.004, -0.046, -2.717], [3.084, 0.586, -1.677], [2.080, -0.488, -0.670], [2.257, 2.571, -0.243], [3.224, 1.448, 0.459], [2.183, 2.335, 2.537], [0.522, 1.721, 2.850], [0.803, 3.036, 1.694], [5.583, -3.574, 1.643], [5.367, -4.304, 0.450], [4.823, -3.419, -0.574], [4.622, -4.307, -1.857], [4.140, -3.604, -3.093], [2.674, -3.405, -2.974], [2.035, -2.699, -4.268], [2.721, -1.469, -4.608], [2.163, -0.729, -5.706], [4.816, -2.883, 1.994], [6.501, -3.049, 1.377], [5.836, -4.182, 2.511], [5.470, -2.578, -0.822], [3.845, -2.994, -0.348], [4.120, -5.265, -1.720], [5.646, -4.511, -2.172], [4.301, -4.240, -3.861], [2.507, -2.748, -2.119], [2.106, -4.303, -2.730], [0.999, -2.403, -4.106], [2.038, -3.367, -5.129], [1.102, -0.515, -5.575], [2.200, -1.402, -6.563], [2.546, 0.250, -5.992], [0.581, 4.808, 4.988], [0.736, 3.780, 5.960], [0.334, 4.073, 7.239], [0.279, 2.766, 8.068], [-0.648, 1.827, 7.355], [-2.039, 2.019, 7.702], [-2.484, 1.470, 9.101], [-2.177, 2.544, 10.014], [-2.675, 2.306, 11.337], [0.913, 4.489, 4.000], [1.144, 5.723, 5.168], [-0.458, 5.076, 4.792], [-0.690, 4.433, 7.338], [1.020, 4.798, 7.677], [-0.001, 3.009, 9.093], [1.285, 2.359, 8.175], [-0.435, 1.937, 6.374], [-2.489, 1.318, 6.998], [-2.390, 3.018, 7.445], [-1.799, 0.686, 9.423], [-3.557, 1.281, 9.141], [-2.227, 1.494, 11.910], [-3.719, 2.004, 11.248], [-2.653, 3.273, 11.839], [6.006, 3.082, -1.350], [5.252, 3.443, -0.196], [5.811, 4.544, 0.564], [4.692, 5.017, 1.509], [5.177, 6.027, 2.378], [4.168, 6.316, 3.428], [2.924, 7.081, 2.926], [2.037, 6.213, 2.222], [0.732, 6.686, 2.196], [6.959, 2.605, -1.122], [6.100, 3.872, -2.096], [5.294, 2.350, -1.731], [6.120, 5.397, -0.040], [6.592, 4.132, 1.203], [4.469, 4.228, 2.227], [3.820, 5.188, 0.878], [5.141, 6.858, 1.804], [4.593, 6.852, 4.277], [4.046, 5.377, 3.968], [3.140, 7.917, 2.261], [2.525, 7.538, 3.831], [0.049, 6.036, 1.650], [0.504, 7.619, 1.681], [0.314, 6.816, 3.194], [1.673, -1.387, 2.964], [1.166, -2.733, 2.680], [0.981, -3.205, 1.294], [0.475, -4.641, 1.221], [0.242, -5.005, -0.173], [-0.158, -6.422, -0.276], [0.061, -6.839, -1.772], [-0.871, -5.984, -2.467], [-1.046, -6.187, -3.872], [2.616, -1.226, 2.442], [1.794, -1.096, 4.008], [0.876, -0.698, 2.684], [1.837, -2.986, 0.657], [0.149, -2.626, 0.893], [-0.475, -4.588, 1.754], [1.057, -5.381, 1.770], [-0.551, -4.470, -0.497], [-1.193, -6.612, 0.011], [0.351, -6.973, 0.514], [-0.206, -7.895, -1.795], [1.063, -6.612, -2.136], [-0.312, -5.740, -4.544], [-2.031, -5.826, -4.166], [-1.127, -7.243, -4.130]], "lowdin_charge": [-0.1376, -0.1620, -0.2221, -0.1691, -0.0765, -0.2007, -0.1720, -0.1947, -0.1344, 0.0865, 0.0815, 0.0890, 0.1056, 0.1093, 0.1015, 0.1185, 0.1033, 0.1053, 0.1050, 0.1110, 0.1093, 0.0854, 0.0816, 0.0840, -0.0995, -0.1964, -0.2019, -0.1654, -0.0627, -0.2250, -0.1659, -0.2053, -0.1271, 0.0815, 0.0775, 0.0865, 0.0967, 0.1148, 0.1105, 0.1133, 0.0990, 0.1236, 0.1202, 0.1036, 0.1075, 0.0678, 0.0689, 0.1012, -0.0725, -0.2144, -0.2346, -0.1848, -0.0073, -0.1767, -0.2210, -0.2340, -0.1013, 0.0723, 0.0872, 0.0831, 0.1213, 0.1143, 0.0917, 0.1093, 0.0727, 0.1128, 0.1002, 0.1234, 0.1100, 0.0884, 0.0681, 0.0849, -0.1229, -0.1837, -0.1826, -0.1835, -0.0541, -0.1743, -0.1664, -0.2152, -0.1020, 0.0730, 0.0864, 0.0847, 0.1222, 0.0797, 0.1112, 0.1099, 0.0997, 0.0861, 0.0931, 0.0912, 0.1086, 0.0735, 0.0796, 0.0862, -0.0683, -0.1647, -0.2085, -0.0671, 0.2135, -0.1011, -0.1361, -0.2336, -0.0761, 0.0797, 0.0933, 0.0981, 0.1268, 0.1505, 0.1292, 0.1460, 0.1528, 0.1364, 0.1594, 0.1366, 0.1355, 0.0943, 0.0849, 0.0995, -0.0978, -0.2227, -0.1828, -0.2591, -0.0567, -0.1850, -0.1926, -0.1937, -0.1456, 0.0878, 0.0872, 0.0796, 0.1231, 0.1227, 0.1144, 0.1185, 0.1037, 0.1087, 0.1118, 0.1300, 0.1099, 0.0925, 0.0925, 0.0690, -0.0747, -0.2159, -0.1735, -0.2106, -0.0416, -0.1829, -0.1714, -0.2303, -0.0981, 0.0813, 0.0749, 0.0486, 0.0965, 0.0950, 0.1023, 0.1214, 0.0791, 0.1049, 0.1110, 0.1151, 0.1104, 0.0806, 0.0744, 0.0823], "orbital_gap_ha": [0.26433, 0.07348], "total_charge": 1, "s_squared": 0.754, "multiplicity": 2, "homo_energy_ev": [-9.84, -9.84]}